A cluster of 9 separate species, C19H54F6O8P in total in a non-equilibrium geometry. Source: the Open Molecules 2025 dataset; level of theory: ωB97M-V/def2-TZVPD.

Each line ends with the Löwdin charge.
Positions of all 88 atoms, in Å:
P (-0.23, -0.07, 0.87)  0.164
F (-1.72, -0.66, 1.22)  -0.149
F (-0.10, 0.52, 2.31)  -0.088
F (0.46, -1.47, 1.29)  -0.119
F (1.17, 0.63, 0.57)  -0.111
F (-0.31, -0.65, -0.60)  -0.125
F (-1.02, 1.26, 0.32)  -0.153
C (-0.77, -1.53, 4.91)  -0.143
O (0.50, -1.01, 4.46)  -0.128
H (-1.44, -1.74, 4.08)  0.061
H (-0.64, -2.48, 5.42)  0.069
H (-1.25, -0.88, 5.65)  0.072
H (0.47, -0.65, 3.58)  0.014
C (2.33, 0.79, -2.73)  -0.028
C (1.97, -0.66, -3.30)  -0.417
C (2.92, -1.78, -2.81)  -0.054
O (0.58, -1.11, -3.19)  -0.079
H (1.81, 1.57, -3.29)  0.069
H (3.40, 0.93, -2.86)  0.075
H (2.10, 0.75, -1.66)  0.051
H (2.10, -0.54, -4.38)  0.120
H (2.51, -2.74, -3.12)  0.054
H (3.04, -1.77, -1.73)  0.075
H (3.81, -1.67, -3.44)  0.077
H (0.27, -0.98, -2.29)  0.025
C (-3.20, -3.41, -1.69)  0.027
C (-3.14, -2.74, -0.34)  -0.403
C (-4.30, -3.20, 0.51)  0.019
O (-2.04, -3.17, 0.37)  0.265
H (-3.83, -2.96, -2.46)  0.120
H (-3.47, -4.46, -1.63)  0.106
H (-2.22, -3.40, -2.16)  0.089
H (-3.13, -1.65, -0.39)  0.140
H (-4.09, -2.88, 1.53)  0.102
H (-4.64, -4.23, 0.47)  0.108
H (-5.14, -2.58, 0.19)  0.118
H (-1.49, -2.38, 0.31)  0.092
C (-0.11, 3.82, 2.73)  -0.025
C (0.06, 4.01, 1.16)  -0.416
C (0.67, 5.40, 0.86)  -0.040
O (1.04, 3.17, 0.62)  -0.123
H (0.80, 3.99, 3.30)  0.064
H (-0.34, 2.78, 2.94)  0.052
H (-0.93, 4.37, 3.20)  0.074
H (-0.85, 3.69, 0.65)  0.118
H (-0.04, 6.15, 1.20)  0.074
H (0.94, 5.62, -0.17)  0.079
H (1.60, 5.60, 1.40)  0.079
H (0.81, 2.27, 0.86)  0.024
C (0.58, -4.74, -1.88)  -0.055
C (1.67, -5.36, -1.03)  -0.480
C (2.29, -4.51, 0.05)  -0.030
O (1.12, -6.52, -0.42)  -0.056
H (0.07, -5.49, -2.50)  0.088
H (0.75, -3.84, -2.47)  0.063
H (-0.27, -4.45, -1.27)  0.044
H (2.37, -5.74, -1.77)  0.140
H (1.78, -3.55, 0.02)  0.057
H (3.34, -4.26, -0.13)  0.081
H (2.19, -4.93, 1.05)  0.086
H (0.38, -6.23, 0.12)  0.080
C (-3.89, 1.40, -0.46)  -0.058
C (-4.65, 2.12, -1.59)  -0.494
C (-3.77, 2.78, -2.62)  -0.049
O (-5.49, 1.18, -2.22)  -0.051
H (-3.29, 2.24, -0.09)  0.074
H (-3.30, 0.58, -0.86)  0.059
H (-4.48, 1.06, 0.39)  0.080
H (-5.19, 2.90, -1.04)  0.131
H (-2.87, 2.18, -2.73)  0.069
H (-3.48, 3.81, -2.39)  0.084
H (-4.11, 2.85, -3.65)  0.080
H (-6.41, 1.42, -2.10)  0.088
C (3.45, 2.77, 2.84)  -0.034
C (4.40, 2.80, 1.61)  -0.534
C (5.15, 1.58, 1.30)  -0.071
O (3.80, 3.24, 0.45)  -0.034
H (2.51, 2.24, 2.67)  0.057
H (3.16, 3.81, 2.96)  0.066
H (3.91, 2.50, 3.79)  0.080
H (5.12, 3.52, 1.99)  0.126
H (5.87, 1.69, 0.49)  0.084
H (4.42, 0.85, 0.96)  0.077
H (5.62, 1.13, 2.18)  0.081
H (2.84, 3.17, 0.39)  0.043
O (-0.29, 2.70, -1.95)  -0.050
H (0.48, 3.07, -1.52)  0.019
H (-0.69, 2.14, -1.29)  -0.013

Results
Multiplicity ... 2
Orbital gap (alpha / beta) ... 0.327 / 0.089 hartree
LUMO energy (alpha / beta) ... -0.2 / -6.7 eV
HOMO (alpha / beta) ... -9.146 / -9.146 eV

A structure of composition C19H55AsF9N9O10 in a non-equilibrium geometry. Source: the Open Molecules 2025 dataset; level of theory: ωB97M-V/def2-TZVPD.

Each line ends with the Löwdin charge.
Positions of all 103 atoms, in Å:
As (0.98, -1.59, 0.15)  0.895
F (-0.12, -1.86, -1.26)  -0.320
F (0.03, -0.11, 0.47)  -0.307
F (2.01, -1.16, 1.57)  -0.316
F (1.92, -3.12, -0.14)  -0.327
F (2.16, -0.75, -0.87)  -0.297
F (-0.21, -2.46, 1.23)  -0.329
C (3.58, 8.48, -5.00)  -0.481
O (2.21, 8.25, -4.75)  -0.127
O (3.73, 7.99, -6.34)  -0.314
C (4.01, 9.94, -4.69)  -0.583
F (3.02, 10.89, -4.82)  0.081
F (4.39, 9.97, -3.39)  0.086
F (5.02, 10.38, -5.37)  0.163
C (1.76, 7.22, -3.84)  -0.249
C (0.21, 7.11, -3.72)  -0.086
H (-0.07, 6.36, -2.98)  0.062
H (-0.12, 8.06, -3.31)  0.058
H (-0.26, 7.01, -4.70)  0.065
H (2.08, 7.44, -2.83)  0.095
H (2.25, 6.27, -4.08)  0.109
H (4.16, 7.84, -4.33)  0.119
C (7.42, 3.33, 6.20)  -0.777
O (7.49, 2.38, 6.97)  0.028
N (7.86, 4.53, 6.33)  0.153
N (6.86, 3.25, 4.99)  0.137
H (7.69, 5.14, 5.54)  0.113
H (8.21, 4.74, 7.26)  0.125
H (6.50, 2.31, 4.89)  0.118
H (7.17, 3.92, 4.30)  0.103
C (-8.16, -5.17, 5.08)  -0.753
O (-8.52, -6.02, 4.30)  0.024
N (-8.78, -4.92, 6.20)  0.152
N (-7.03, -4.44, 4.81)  0.149
H (-9.58, -5.52, 6.36)  0.117
H (-8.73, -4.02, 6.64)  0.107
H (-6.76, -3.81, 5.56)  0.090
H (-6.47, -4.54, 3.98)  0.113
C (-1.51, -6.90, -5.63)  -0.857
O (-1.71, -7.54, -6.57)  0.094
N (-0.86, -7.32, -4.59)  0.160
N (-1.78, -5.62, -5.53)  0.156
H (-0.48, -8.24, -4.46)  0.119
H (-0.58, -6.64, -3.89)  0.108
H (-2.13, -5.06, -6.30)  0.116
H (-1.46, -5.09, -4.74)  0.105
C (-2.59, 1.25, 7.39)  -0.097
C (-2.01, 0.26, 8.35)  -0.408
C (-0.85, 0.84, 9.07)  -0.194
O (-0.16, -0.15, 9.90)  -0.168
C (0.93, 0.42, 10.54)  -0.150
N (-3.20, -0.13, 9.25)  0.035
H (-1.83, 1.77, 6.81)  0.081
H (-3.21, 1.99, 7.89)  0.081
H (-3.16, 0.73, 6.62)  0.085
H (-1.73, -0.62, 7.77)  0.142
H (-1.14, 1.69, 9.69)  0.126
H (-0.13, 1.31, 8.40)  0.126
H (1.61, -0.28, 11.03)  0.091
H (0.69, 1.29, 11.15)  0.081
H (1.56, 0.92, 9.81)  0.076
H (-3.24, 0.74, 9.76)  0.044
H (-4.10, -0.09, 8.80)  0.048
C (-5.26, 1.18, -4.93)  -0.060
C (-6.50, 0.94, -4.07)  -0.483
C (-6.67, 1.86, -2.87)  -0.246
O (-7.83, 1.49, -2.18)  -0.186
C (-7.78, 1.91, -0.80)  -0.080
N (-7.59, 1.06, -4.98)  0.032
H (-5.13, 0.30, -5.55)  0.084
H (-4.54, 1.31, -4.12)  0.075
H (-5.22, 2.14, -5.44)  0.079
H (-6.40, -0.08, -3.70)  0.144
H (-6.61, 2.91, -3.15)  0.133
H (-5.77, 1.66, -2.28)  0.125
H (-7.46, 2.95, -0.85)  0.084
H (-7.21, 1.32, -0.07)  0.090
H (-8.82, 1.93, -0.48)  0.081
H (-8.41, 1.06, -4.39)  0.058
H (-7.65, 2.06, -5.15)  0.070
C (5.04, -2.32, -8.03)  -0.062
C (4.10, -2.95, -6.96)  -0.484
C (4.89, -3.69, -5.94)  -0.231
O (5.67, -4.83, -6.33)  -0.194
C (6.00, -5.75, -5.22)  -0.072
N (3.50, -1.86, -6.31)  0.039
H (5.46, -3.04, -8.73)  0.066
H (5.80, -1.72, -7.54)  0.079
H (4.36, -1.69, -8.60)  0.066
H (3.41, -3.60, -7.50)  0.141
H (4.08, -4.09, -5.32)  0.115
H (5.43, -3.01, -5.29)  0.134
H (6.71, -5.27, -4.54)  0.078
H (6.46, -6.65, -5.63)  0.078
H (5.09, -5.97, -4.66)  0.078
H (3.41, -1.88, -5.30)  0.086
H (2.53, -1.93, -6.60)  0.084
O (6.16, -6.14, 1.80)  -0.059
H (5.34, -5.72, 1.57)  0.033
H (6.84, -5.55, 1.45)  0.026
O (3.48, -4.04, 7.28)  -0.056
H (3.16, -3.52, 8.02)  0.023
H (3.09, -3.64, 6.51)  0.033

Results
Orbital gap ... 0.160 hartree
LUMO energy ... 2.5 eV
HOMO ... -1.806 eV
Total charge ... -2